A structure of composition C5H8O3Tl at a distorted geometry. Source: OMol25; level of theory: ωB97M-V/def2-TZVPD.

Geometry as XYZ:
```
17
Properties=species:S:1:pos:R:3
H 1.72760 1.72632 2.50518
C -2.48340 -0.97042 -2.02637
H -1.66438 -1.55015 -2.48764
C 0.23782 0.80549 -0.23957
H 0.78528 -0.60208 2.89415
O 1.13442 0.23139 -0.89522
H -3.37360 -1.09410 -2.66331
C -2.12524 0.48926 -1.97652
O 0.47190 1.19402 1.01997
H 2.55544 -0.49555 3.07372
C 1.73199 -0.39774 2.34674
C 1.79345 0.97982 1.69309
H 1.84999 -1.21958 1.61778
O -1.68364 0.95079 -0.82872
H -2.69727 -1.37405 -1.02679
Tl 3.20136 0.56011 -0.18419
H -1.46170 0.76647 -2.82230
```

Properties
Energy relative to the best compared isomer or geometry (same formula, charge and spin) (kJ/mol): 0.0
Net charge: -1
Max |F| (eV Å⁻¹): 3.90